Formula: C9H9N3O2
Source: the OMol25 dataset
Level of theory: the ωB97M-V functional and the def2-TZVPD basis

Output
HOMO-LUMO gap ... 9.67 eV
E_tot ... -18042.7298 eV
LUMO energy ... 0.081 eV
SMILES ... O=c1cc[nH]c(=O)[nH]1.c1ccncc1

Geometry as ORCA input:
```
! RIJCOSX wB97M-V def2-TZVPD def2/J DEFGRID3
* xyz 0 1
O 3.61279 0.42783 -1.98310
C 3.05891 0.12243 -0.87114
C 2.21771 1.13017 -0.10416
C 1.45352 0.90173 0.95048
N 1.28371 -0.42246 1.40443
C 2.29462 -1.40709 0.89832
O 2.21340 -2.53347 1.34015
N 3.36213 -0.99241 0.00936
H 2.07344 2.15557 -0.54523
H 0.67916 1.58145 1.26616
H 0.59090 -0.77773 1.99921
H 4.07481 -1.77734 -0.30084
C -2.21403 0.58878 0.49171
C -2.46799 -0.58385 -0.31688
C -3.58425 -0.51846 -1.12673
N -4.50089 0.46445 -1.13899
C -4.28867 1.43860 -0.27217
C -3.16993 1.56938 0.54061
H -1.25406 0.71943 1.10759
H -1.90589 -1.38530 -0.43544
H -3.62341 -1.27693 -1.91013
H -4.88258 2.40038 -0.28879
H -3.17590 2.40833 1.18710
*
```


Formula: C4H6FN
Source: the OMol25 dataset
Level of theory: the ωB97M-V functional and the def2-TZVPD basis

Output
HOMO-LUMO gap ... 12.83 eV
E_tot ... -8452.0974 eV
LUMO energy ... 0.898 eV
SMILES ... C[C@@H](C#N)CF

Geometry as ORCA input:
```
! RIJCOSX wB97M-V def2-TZVPD def2/J DEFGRID3
* xyz 0 1
C -0.77050 0.10828 1.48719
C -0.45082 -0.07618 -0.02380
C -0.60464 1.17575 -0.80186
N -0.47825 2.14684 -1.37350
C 0.92798 -0.62091 -0.19484
F 1.04688 -1.93269 0.30755
H -1.75873 0.46552 1.59532
H -0.14116 0.88574 1.82911
H -0.61068 -0.81625 1.91592
H -1.10014 -0.86092 -0.32059
H 1.20314 -0.79449 -1.27132
H 1.72133 -0.03492 0.29805
*
```


Formula: C4H9NO2
Source: the OMol25 dataset
Level of theory: the ωB97M-V functional and the def2-TZVPD basis

Output
HOMO-LUMO gap (spin up / spin down) ... 9.54 / 8.12 eV
E_tot ... -9872.3353 eV
LUMO energy (spin up / spin down) ... -0.261 / -0.361 eV

Geometry as ORCA input:
```
! RIJCOSX wB97M-V def2-TZVPD def2/J DEFGRID3
* xyz 0 1
C 0.41639 -0.62628 -2.35510
C -0.95105 -0.51034 -0.77603
O -1.19333 -1.24348 0.16408
C 0.21654 0.38201 -0.79990
C 0.04092 1.67545 1.78144
O 0.64533 2.56008 2.32017
N -0.22534 0.49894 2.34412
H 1.04894 -1.42485 -2.01098
H 0.93334 0.11618 -2.94291
H -0.34487 -1.06721 -3.05293
H -1.77652 -0.36350 -1.51849
H -2.12978 0.94444 0.94173
H 1.03150 0.14737 -0.06241
H 0.22444 1.40666 -1.19940
H -0.04675 0.51187 3.33218
H -0.61631 -0.37131 1.96457
*
```


Formula: C5H14
Source: the OMol25 dataset
Level of theory: the ωB97M-V functional and the def2-TZVPD basis

Output
HOMO-LUMO gap (spin up / spin down) ... 11.66 / 4.59 eV
E_tot ... -5400.7290 eV
LUMO energy (spin up / spin down) ... -3.337 / -10.398 eV

Geometry as ORCA input:
```
! RIJCOSX wB97M-V def2-TZVPD def2/J DEFGRID3
* xyz 1 2
C -1.55006 1.00681 -0.22297
C -1.78114 0.04009 0.90936
C -2.18484 0.84932 -1.62539
H -0.50777 0.73002 -0.59924
H -1.71980 2.02481 0.09249
H -1.71935 0.40560 1.93202
H -2.80432 -0.31729 0.66299
H -1.65626 1.32110 -2.46228
H -1.09006 -0.80952 0.95273
H -3.15504 1.34140 -1.54242
H -2.21308 -0.20688 -1.88038
C 2.12941 -0.97699 1.05611
C 3.15097 -0.78387 -0.10088
H 1.32625 -1.64397 0.73640
H 2.66632 -1.34689 1.92688
H 1.66923 -0.00656 1.26999
H 3.44390 -1.74950 -0.50665
H 3.93071 -0.13594 0.27883
H 2.64559 -0.28197 -0.89446
*
```


Formula: C4H11N2O3
Source: the OMol25 dataset
Level of theory: the ωB97M-V functional and the def2-TZVPD basis

Output
HOMO-LUMO gap ... 8.31 eV
E_tot ... -13438.9430 eV
LUMO energy ... -3.514 eV

Geometry as ORCA input:
```
! RIJCOSX wB97M-V def2-TZVPD def2/J DEFGRID3
* xyz 1 1
C 0.25696 -0.86781 -1.49613
C 0.17899 -0.98881 0.80564
C 0.58984 0.38069 0.38957
C -0.50167 1.46995 0.37949
N 1.92208 0.77594 0.57899
N -0.59106 -1.38817 -0.35977
O -0.42081 -0.29038 -2.51109
O -0.53003 -1.34382 1.93184
O -1.74980 0.94489 0.78259
H 1.02746 -1.50156 -1.96956
H 1.09030 -1.51575 0.79172
H -0.48301 1.82740 -0.67143
H -0.25781 2.32033 1.02310
H 2.67869 0.11608 0.45561
H 2.20489 1.66993 0.20193
H -1.43798 -0.83472 -0.16220
H -0.68037 -2.43927 -0.33900
H -0.03744 0.42702 -3.01472
H -0.98982 -0.53196 2.34034
H -2.26941 1.77003 0.84308
*
```


Formula: C5H7NO
Source: the OMol25 dataset
Level of theory: the ωB97M-V functional and the def2-TZVPD basis

Output
HOMO-LUMO gap ... 10.23 eV
E_tot ... -8832.9687 eV
LUMO energy ... 0.750 eV
SMILES ... C#C[C@H](N)C(C)=O

Geometry as ORCA input:
```
! RIJCOSX wB97M-V def2-TZVPD def2/J DEFGRID3
* xyz 0 1
C -0.32537 -2.56889 0.21919
C 0.51666 -1.82451 -0.24574
C 0.45855 -0.38525 -0.58753
N 1.61595 0.46320 -0.79261
C -0.65070 0.20062 0.35332
C -0.80520 1.67546 0.59999
O -1.46046 -0.54178 0.85939
H -1.07704 -3.21873 0.60217
H -0.05077 -0.43634 -1.55683
H 2.15940 0.08165 -1.56181
H 2.23715 0.48708 0.00946
H -0.52337 1.86964 1.64222
H -0.21932 2.30829 -0.06278
H -1.87547 1.88957 0.52156
*
```


> The highest E_tot belongs to which entry?

C5H14


> Among the records above, which one has the lowest E_tot?

C9H9N3O2